The following is a DFT calculation (ωB97M-V/def2-TZVPD) of a 11-piece molecular cluster, C4H31N2O11S overall.

CARTESIAN COORDINATES (ANGSTROEM)
C (0.665, 2.504, -0.424)
N (0.356, 2.092, 0.960)
C (0.390, 1.273, -1.338)
C (0.757, 1.519, -2.765)
S (-0.291, 2.087, -4.178)
N (1.267, 0.146, -0.887)
C (0.865, -1.127, -0.094)
O (1.608, -1.064, 1.081)
H (0.032, 3.377, -0.660)
H (1.704, 2.871, -0.543)
H (0.951, 2.655, 1.567)
H (0.791, 1.181, 1.138)
H (-0.656, 1.031, -1.167)
H (1.510, 2.311, -2.928)
H (1.415, 0.730, -3.177)
H (-1.452, 2.074, -3.505)
H (1.949, 0.563, -0.274)
H (-0.192, -1.115, 0.143)
H (1.085, -1.929, -0.800)
H (-1.266, -0.787, -3.568)
H (-2.096, -0.709, -2.350)
O (-2.203, -0.809, -3.316)
H (-1.735, 3.202, 0.418)
H (-2.542, 3.532, -0.896)
O (-2.565, 3.546, 0.071)
H (-1.520, -3.488, 2.887)
H (-0.246, -3.260, 2.153)
O (-0.645, -3.858, 2.787)
H (-3.068, 0.166, -0.202)
H (-2.223, -0.935, 0.423)
O (-2.700, -0.701, -0.393)
H (0.866, -1.186, -3.161)
H (0.995, -2.685, -3.586)
O (0.842, -1.796, -3.915)
H (-2.230, -0.895, 2.783)
H (-0.915, -0.998, 2.602)
O (-1.703, -1.537, 2.269)
H (2.012, -2.716, 1.406)
H (1.385, -4.176, 1.378)
O (2.178, -3.680, 1.588)
H (-2.797, 1.957, 1.914)
H (-2.070, 0.979, 1.005)
O (-2.722, 1.023, 1.713)
H (3.088, 0.209, 1.250)
H (4.629, 0.104, 1.093)
O (3.922, 0.676, 1.411)
H (1.095, -0.721, 2.587)
H (0.980, -1.047, 4.101)
O (0.501, -0.588, 3.406)

Computed properties:
Orbital gap in eV: 8.19
Energy relative to the best compared isomer or geometry (same formula, charge and spin) in kJ/mol: 102.5
Total charge: -1

natural (NBO) atomic charge list, values in e, 8 entries: -0.227 -0.883 -0.109 -0.529 -0.071 -0.704 0.124 -0.990


The following is a DFT calculation (ωB97M-V/def2-TZVPD) of a 2-piece molecular cluster, C6H10N2O overall.

CARTESIAN COORDINATES (ANGSTROEM)
N (-0.416, 2.682, 1.891)
C (-1.537, 2.619, 1.475)
C (-2.920, 2.158, 1.626)
C (-3.940, 3.077, 2.279)
C (-5.159, 2.169, 2.526)
C (-4.589, 0.751, 2.712)
C (-3.310, 0.738, 1.902)
N (-3.349, 1.268, 0.549)
H (-3.510, 3.442, 3.222)
H (-4.178, 3.949, 1.654)
H (-5.742, 2.496, 3.395)
H (-5.840, 2.198, 1.664)
H (-4.329, 0.561, 3.763)
H (-5.289, -0.035, 2.394)
H (-2.557, -0.034, 2.075)
H (-4.282, 1.491, 0.207)
O (-0.757, 1.234, -0.270)
H (-1.669, 0.876, -0.197)
H (0.052, 1.502, 0.539)

Computed properties:
Orbital gap in eV: 10.11
Energy relative to the best compared isomer or geometry (same formula, charge and spin) in kJ/mol: 327.8
SMILES: N#C[C@]12CCC[C@H]1N2.O

natural (NBO) atomic charge list, values in e, 8 entries: -0.381 0.380 -0.042 -0.400 -0.410 -0.424 -0.039 -0.586


The following is a DFT calculation (ωB97M-V/def2-TZVPD) of a single C27H40FNO3 molecule.

CARTESIAN COORDINATES (ANGSTROEM)
C (4.596, -1.632, 2.531)
C (5.001, -0.920, 1.201)
C (5.579, -1.883, 0.131)
C (4.533, -2.295, -0.949)
C (4.736, -1.503, -2.282)
C (3.629, -0.450, -2.548)
C (3.841, 0.893, -1.771)
C (2.613, 1.125, -0.865)
C (2.781, 2.250, 0.172)
C (1.502, 2.405, 1.029)
C (0.229, 2.723, 0.201)
C (-0.807, 1.585, 0.174)
C (-2.054, 2.036, -0.654)
C (-3.360, 2.203, 0.145)
C (-3.327, 2.940, 1.501)
C (-2.916, 2.107, 2.711)
O (-2.685, 2.633, 3.765)
F (-2.780, 0.759, 2.621)
C (-4.209, 3.173, -0.813)
N (-5.420, 2.570, -1.359)
C (-5.632, 1.353, -0.658)
O (-6.617, 0.666, -0.753)
C (-4.383, 1.018, 0.228)
C (-3.968, -0.382, -0.270)
C (-4.138, -1.479, 0.802)
O (-4.770, -1.313, 1.819)
C (-3.405, -2.778, 0.484)
C (-4.047, -3.970, 0.230)
C (-3.261, -5.063, -0.083)
C (-1.896, -4.982, -0.157)
C (-1.254, -3.787, 0.120)
C (-2.027, -2.691, 0.434)
H (4.565, -2.713, 2.373)
H (3.648, -1.231, 2.908)
H (5.349, -1.390, 3.289)
H (4.167, -0.323, 0.823)
H (5.812, -0.221, 1.451)
H (6.040, -2.769, 0.587)
H (6.401, -1.337, -0.349)
H (3.502, -2.175, -0.593)
H (4.699, -3.359, -1.158)
H (4.686, -2.246, -3.090)
H (5.705, -0.994, -2.318)
H (3.575, -0.288, -3.632)
H (2.672, -0.887, -2.235)
H (3.830, 1.671, -2.547)
H (4.798, 0.912, -1.240)
H (1.756, 1.311, -1.525)
H (2.412, 0.197, -0.306)
H (3.092, 3.206, -0.269)
H (3.606, 1.943, 0.834)
H (1.395, 1.552, 1.710)
H (1.688, 3.282, 1.668)
H (0.556, 2.897, -0.834)
H (-0.213, 3.653, 0.581)
H (-1.042, 1.180, 1.162)
H (-0.337, 0.766, -0.394)
H (-1.766, 2.949, -1.186)
H (-2.226, 1.289, -1.441)
H (-4.333, 3.316, 1.721)
H (-2.640, 3.789, 1.435)
H (-3.684, 3.537, -1.710)
H (-4.355, 4.123, -0.272)
H (-5.267, 2.377, -2.342)
H (-4.857, 1.011, 1.220)
H (-2.911, -0.437, -0.565)
H (-4.527, -0.637, -1.178)
H (-5.129, -4.023, 0.278)
H (-3.747, -6.009, -0.310)
H (-1.285, -5.838, -0.429)
H (-0.177, -3.654, 0.097)
H (-1.539, -1.740, 0.648)

Computed properties:
Orbital gap in eV: 10.04
SMILES: CCCCCCCCCCCCC[C@@]1(CC(=O)F)CNC(=O)[C@H]1CC(=O)c1ccccc1

Löwdin atomic charge list, values in e, 8 entries: -0.095 -0.249 -0.207 -0.184 -0.202 -0.205 -0.187 -0.241


The following is a DFT calculation (ωB97M-V/def2-TZVPD) of C27H30F5MoN8OSTe as an isolated structure.

CARTESIAN COORDINATES (ANGSTROEM)
Mo (-0.171, -0.064, 0.446)
C (-1.432, 2.724, -0.779)
C (-0.986, 2.335, -2.207)
C (-1.780, 1.213, -2.796)
C (-2.721, 1.373, -3.798)
C (-3.372, 0.277, -4.338)
C (-3.103, -0.995, -3.841)
C (-2.178, -1.133, -2.840)
N (-1.561, -0.039, -2.347)
N (-0.523, 2.209, 0.298)
C (-1.062, 2.624, 1.621)
C (-0.218, 2.002, 2.697)
C (-0.061, 2.571, 3.949)
C (0.803, 1.979, 4.854)
C (1.519, 0.850, 4.466)
C (1.300, 0.328, 3.213)
N (0.419, 0.870, 2.350)
C (0.810, 2.877, 0.135)
C (1.850, 2.002, -0.474)
C (2.843, 2.539, -1.261)
C (3.906, 1.743, -1.654)
C (3.976, 0.451, -1.164)
C (2.938, -0.025, -0.399)
N (1.842, 0.703, -0.088)
H (-2.442, 2.370, -0.578)
H (-1.454, 3.812, -0.686)
H (0.070, 2.056, -2.257)
H (-1.118, 3.194, -2.862)
H (-2.903, 2.367, -4.180)
H (-4.075, 0.408, -5.149)
H (-3.582, -1.877, -4.242)
H (-1.893, -2.076, -2.400)
H (-2.104, 2.314, 1.698)
H (-1.037, 3.713, 1.711)
H (-0.597, 3.478, 4.199)
H (0.945, 2.409, 5.837)
H (2.241, 0.388, 5.125)
H (1.845, -0.542, 2.866)
H (1.174, 3.151, 1.127)
H (0.701, 3.804, -0.427)
H (2.782, 3.575, -1.565)
H (4.673, 2.130, -2.312)
H (4.808, -0.197, -1.394)
H (2.997, -1.020, 0.003)
C (-0.463, -3.231, 3.592)
C (-0.238, -2.431, 2.356)
N (-0.908, -1.372, 2.026)
N (-2.028, -1.021, 2.759)
C (-3.049, -0.501, 2.040)
N (-4.225, -0.352, 2.609)
S (-2.741, -0.049, 0.426)
C (0.720, -2.834, 1.323)
C (1.418, -4.016, 1.325)
C (2.094, -4.408, 0.158)
C (2.023, -3.600, -0.956)
C (1.341, -2.389, -0.859)
N (0.718, -2.000, 0.248)
H (-0.780, -2.620, 4.436)
H (0.460, -3.725, 3.890)
H (-1.207, -4.014, 3.417)
H (-2.191, -1.500, 3.635)
H (-4.449, -0.712, 3.527)
H (-4.989, 0.040, 2.077)
H (1.419, -4.654, 2.197)
H (2.636, -5.344, 0.128)
H (2.463, -3.863, -1.911)
H (1.339, -1.719, -1.707)
F (2.671, -1.247, -3.551)
Te (0.862, -1.164, -4.175)
F (-0.191, 0.133, -5.222)
F (1.625, -1.479, -5.822)
F (0.967, -3.158, -3.803)
F (1.187, 0.619, -3.237)
O (-0.550, -0.261, -1.484)

Computed properties:
Orbital gap (alpha / beta) in eV: 6.01 / 5.15
Energy relative to the best compared isomer or geometry (same formula, charge and spin) in kJ/mol: 199.4
⟨S²⟩: 2.019
Multiplicity: 3
Total charge: +3

Löwdin atomic charge list, values in e, 8 entries: 1.689 -0.144 -0.057 -0.176 0.049 0.033 0.016 -0.049


The following is a DFT calculation (ωB97M-V/def2-TZVPD) of a 2-piece molecular cluster, CH3O3S overall.

CARTESIAN COORDINATES (ANGSTROEM)
C (-1.580, -1.543, 0.437)
O (1.841, 0.644, -0.087)
O (1.258, 3.307, -0.242)
O (-1.873, -2.672, 0.713)
S (1.764, 2.150, -1.051)
H (-1.518, -0.682, 1.278)
H (-1.129, -1.200, -0.562)
H (1.238, -0.004, -0.487)

Computed properties:
Orbital gap in eV: 4.71
Energy relative to the best compared isomer or geometry (same formula, charge and spin) in kJ/mol: 272.8
Total charge: -1

Atomic charges from the natural (NBO) analysis, expressed in e, are listed below: 0.283 -0.968 -1.046 -0.521 0.580 0.112 0.120 0.440


The following is a DFT calculation (ωB97M-V/def2-TZVPD) of a single CH5NOS molecule.

CARTESIAN COORDINATES (ANGSTROEM)
C (0.481, -1.179, -0.689)
S (0.431, 0.324, -0.108)
N (-1.220, 0.447, 0.245)
O (0.916, 1.359, -0.928)
H (1.487, -1.191, -0.989)
H (0.198, -1.860, 0.029)
H (0.774, 0.766, 1.387)
H (-1.668, 1.175, -0.171)
H (-1.398, 0.159, 1.224)

Computed properties:
Orbital gap in eV: 9.23
Energy relative to the best compared isomer or geometry (same formula, charge and spin) in kJ/mol: 442.1
SMILES: C=[S@H](N)=O

natural (NBO) atomic charge list, values in e, 8 entries: -0.970 1.822 -1.076 -0.922 0.207 0.215 -0.074 0.400


Calculated largest force on an atom, 0.0733, 0.1191, 0.0605, 0.0227, 0.0527, 0.0974 hartree/bohr (same order as the records).